# C15H17Cl3F5GeInN5OTe

C15H17Cl3F5GeInN5OTe as an isolated structure (wB97M-V/def2-TZVPD, the Open Molecules 2025 dataset).

Structure (XYZ):
```
49
Properties=species:S:1:pos:R:3:forces:R:3
Te -1.713745 3.438967 0.897357 0.4520 0.4681 0.4458
In -0.260598 0.538138 0.124368 -0.0814 -0.0698 0.2353
Ge -0.743288 3.699489 -2.144356 0.0420 -0.3013 -0.1314
Cl -1.572394 2.259167 -3.599807 -0.0359 0.0058 -0.0718
Cl 1.679793 0.797637 -2.460146 0.0958 -0.0255 0.0698
Cl 1.204260 4.275573 -2.908049 0.1287 0.1364 -0.0399
F -0.773989 2.014321 1.940481 0.0774 -0.1528 -0.2275
F -2.275814 0.819389 0.057718 -0.0774 0.0274 -0.1027
F -2.190022 4.320749 2.537992 -0.1571 0.0422 0.0026
F -1.865489 5.039836 -0.297408 -0.1585 -0.1315 -0.0935
F -0.084168 4.297199 1.246919 -0.0407 -0.0223 0.0477
O -0.477879 2.707372 -0.694639 -0.2240 -0.0109 0.1134
N -0.771443 -1.055203 -1.357961 0.0583 -0.1061 0.0094
N -0.754816 -0.928899 1.849229 -0.0601 0.0699 -0.0199
N -2.091773 -2.874924 5.271143 0.0056 -0.0327 0.0001
N 1.718599 0.371686 0.703691 -0.0061 -0.0811 -0.1027
N -1.877376 -1.996929 -2.988844 0.0031 0.0021 0.0002
C 5.154477 1.575174 -1.297520 0.0180 0.0075 0.0233
C -1.816439 -1.738677 1.813622 -0.0344 0.0099 -0.0171
C -0.143683 -0.754581 3.027057 0.0933 -0.0632 -0.0187
C 2.737596 0.750225 0.063271 0.0676 0.0587 -0.0190
C -0.130223 -2.225263 -1.688784 0.0175 0.0560 -0.0369
C 5.197746 0.731543 -0.103275 -0.0037 0.0390 -0.0391
C 4.083686 0.362538 0.532176 -0.0520 -0.0142 0.0262
C 4.000567 1.991152 -1.811246 0.0081 0.0013 0.0096
C -2.890110 -2.201595 -4.013568 0.0513 -0.0096 0.0308
C 2.694466 1.626196 -1.194177 -0.0916 -0.0126 -0.0642
C -0.810895 -2.821364 -2.701871 -0.0227 0.0027 -0.0291
C -1.663293 -2.222973 4.149827 -0.0015 -0.0080 0.0318
C -1.816270 -0.950639 -2.153023 -0.0208 0.0379 -0.0049
C -0.553187 -1.372675 4.184778 -0.0083 0.0137 -0.0252
C -2.295952 -2.407544 2.914954 0.0176 0.0101 -0.0209
H 3.962967 2.623913 -2.688546 -0.0115 -0.0073 -0.0046
H -1.764948 -2.558557 6.166598 0.0060 0.0137 -0.0035
H -2.518948 -0.133841 -2.136113 -0.0054 -0.0130 0.0142
H -2.305495 -1.837774 0.852501 -0.0068 0.0229 0.0038
H 6.164915 0.406977 0.260198 -0.0049 0.0007 0.0090
H 0.715789 -0.096938 3.015607 -0.0163 0.0196 -0.0060
H -0.639000 -3.734610 -3.243121 0.0040 -0.0013 0.0080
H -0.021459 -1.189606 5.108982 -0.0061 -0.0066 0.0042
H 2.119224 2.523444 -0.961641 0.0179 0.0079 0.0195
H 4.105113 -0.268937 1.410976 0.0016 0.0069 -0.0004
H -2.945883 -1.326350 -4.656943 -0.0122 0.0000 -0.0025
H 0.769332 -2.539218 -1.188088 0.0012 0.0006 -0.0066
H -3.860674 -2.384664 -3.557039 -0.0078 -0.0058 -0.0116
H -2.607897 -3.063456 -4.611468 -0.0103 0.0020 -0.0112
H -3.001837 -3.299510 5.264941 -0.0066 0.0111 -0.0093
H -3.158410 -3.054174 2.822041 -0.0030 0.0025 0.0113
H 6.088868 1.868219 -1.758792 0.0000 -0.0009 0.0046
```
Forces are in eV/Å.

- Multiplicity: 2
- ΔE to the lowest compared entry with this formula, charge and spin: 0.00 kcal per mole
- Charge: 0
- Lowest unoccupied orbital energy (alpha / beta): 0.05 / -1.57 eV



# C25H72F3O15S13Zn

C25H72F3O15S13Zn as an isolated structure (wB97M-V/def2-TZVPD, the Open Molecules 2025 dataset).

Structure (XYZ):
```
129
Properties=species:S:1:pos:R:3:forces:R:3
Zn 2.621340 2.703998 0.909605 -0.1898 -0.7665 0.0831
S -1.394129 -3.404456 -1.409312 -0.1425 -2.9026 0.0247
S 0.351688 0.171152 1.114666 2.1840 -2.6480 -1.1499
S -3.688676 1.588664 -5.490156 0.0998 0.2351 0.6846
S 4.101968 1.385519 3.556790 1.1049 -1.1572 1.2147
S 1.206708 -2.891788 5.384513 0.0623 -0.5476 0.9550
S 5.268881 1.182618 -0.664476 -0.2696 0.1331 -0.0352
S -5.801376 -1.854563 -3.002663 -0.5050 -0.1379 2.9120
S -3.966870 3.883044 -2.043774 0.3143 -0.8788 0.7077
S -0.309866 3.937131 2.131850 1.1195 0.6471 1.9297
S 2.030697 -1.188204 -4.168535 1.6190 0.6407 -1.5687
S -5.849574 -1.647659 2.819924 -1.1850 0.8347 -0.2545
S 3.210319 -5.153035 0.500279 -0.8496 -1.3019 0.4973
S 1.988722 4.112885 -2.066806 -1.1345 0.6383 -2.2204
F -2.151868 -0.416381 0.337204 0.5757 0.0442 -0.2341
F -2.037291 1.466636 1.226446 0.0392 1.6828 0.1220
F -1.208173 1.132341 -0.807207 -0.0935 1.1076 -0.5721
O 3.185966 2.202777 2.694370 -0.3629 0.1738 1.1031
O 4.157149 1.601807 0.313696 2.1241 -0.3563 -1.0608
O 0.676559 -1.126919 0.412640 -1.2105 2.7894 1.2841
O 2.198405 3.184642 -0.914221 -0.3762 0.3084 -0.0964
O 1.287522 1.226466 0.680707 -1.4868 -1.0454 -0.3772
O 2.595293 -2.291976 5.266934 -0.9755 -0.4563 -0.5296
O 1.142861 3.539165 1.851346 -2.0640 1.8648 0.9000
O -7.349201 -1.674894 2.726822 1.1714 -0.0564 0.5250
O 2.587317 0.146290 -4.673852 -0.7403 -0.8950 0.7409
O 0.276485 0.057415 2.560619 -0.8433 0.3394 -0.5945
O -3.667927 0.930240 -6.819301 0.1715 0.0624 0.1718
O -2.200143 -4.584358 -2.006449 0.9376 2.1339 1.0448
O 2.419403 -5.961973 1.561680 1.8624 2.0023 -1.4189
O -3.031730 2.761659 -2.484539 -0.5915 1.4961 0.7642
O -6.948653 -1.823333 -2.009023 0.1827 -0.0317 -1.2960
C -0.618492 3.317551 3.881964 -0.0255 -0.4852 -0.9361
C -5.346730 -0.067982 2.030785 1.5197 -0.1829 0.1718
C -3.277214 4.672937 -0.506364 1.0499 -0.1853 -1.1297
C 3.761853 -0.392862 3.272814 -0.4853 0.4815 0.0348
C -0.270250 5.737042 2.601488 0.2877 -0.0656 -0.9077
C -1.655717 -3.407567 0.391078 -1.3030 0.1661 0.6294
C -5.253302 3.016655 -1.132435 -0.0590 -0.3219 0.2862
C 2.812673 -2.467552 -5.314220 -0.8429 -0.1422 0.8901
C 0.341046 5.015324 -1.952317 0.7686 -1.0459 1.4304
C 4.991482 -5.613054 0.529652 0.1526 0.3099 0.9520
C 1.415403 2.981455 -3.404382 0.7034 0.1901 0.2598
C -4.562198 -0.907606 -1.992344 0.5398 -0.5025 -1.1558
C -5.058629 -3.523858 -2.844717 0.5693 0.9001 -0.4101
C -5.284446 -1.230312 4.540780 -0.6822 -0.8192 -0.5214
C 3.020337 -1.550572 -2.709828 0.3533 -0.6223 0.2918
C 3.483827 1.522030 5.314097 0.3105 -0.3064 -0.6603
C 3.497171 -3.389710 0.902802 0.6042 -0.0354 0.5723
C 1.494028 -4.619985 6.018886 0.1230 1.3046 -0.5617
C 0.583842 -3.336025 3.692940 0.7297 0.5798 0.5098
C -1.368989 0.695089 0.400365 0.6315 -3.2613 1.1420
C 0.300150 -4.113119 -1.299102 0.1508 1.4402 -0.2182
C -2.734285 0.425473 -4.400838 1.4053 0.1604 -0.2991
C 6.834988 2.115778 -0.288067 -0.7671 0.3055 -0.0533
C -2.448066 2.986125 -5.615458 0.0021 0.0627 -0.2155
C 4.929594 1.924890 -2.310871 0.4437 0.2347 0.3436
H -5.704075 2.291815 -1.810306 -0.2077 0.2363 0.0205
H -2.950586 3.878934 0.165171 -0.4598 0.0165 0.2259
H 0.423715 -4.881050 -0.535477 -0.4032 -0.2663 -0.4197
H 7.637697 1.899560 -0.993057 -0.4639 -0.1436 -0.4693
H -2.677584 -3.109972 0.626269 -0.3681 0.2524 -0.6454
H -0.837752 2.255860 3.768642 0.1598 -0.0584 -0.0511
H -5.954148 -1.810857 5.175278 -0.2304 0.2664 0.0705
H 0.914264 3.560183 -4.180287 -0.3868 -0.0621 0.3193
H 7.283147 1.879258 0.676985 -0.7080 -0.1247 0.2111
H -4.768907 -0.314198 1.139953 -0.5006 -0.0738 -0.3286
H 5.618791 -4.766408 0.250757 -0.2741 0.0660 -0.5173
H 3.988759 -2.953234 0.033359 -0.4912 -0.0853 -0.4666
H 0.501525 -5.068756 6.059333 0.3306 -0.4921 -0.3678
H 2.841823 -3.388085 -4.731249 0.2259 -0.0552 0.0239
H 2.620810 -1.111340 -1.795748 -0.2560 0.3396 -0.2165
H 4.099839 -0.645118 2.267717 -0.0006 0.2164 0.0047
H 0.839715 2.209978 -2.892999 -0.4347 0.2424 -0.1592
H 0.278673 3.431360 4.490446 0.0804 0.2346 -0.3229
H 0.313947 5.972619 3.491048 -0.1517 -0.4617 0.0906
H -2.355444 5.139921 -0.853299 0.0629 0.1554 -0.0868
H -1.771138 0.485736 -4.907621 0.2208 -0.4154 -0.0308
H -0.403628 4.297689 -1.607992 -0.0854 -0.3673 -0.5890
H 3.725461 0.624967 5.884183 -0.2574 -0.4369 -0.5013
H -2.561251 3.420457 -6.608757 -0.2245 -0.5503 -0.2922
H -1.659097 -4.404920 0.830823 0.7714 -0.2002 -0.3461
H -5.974346 3.676730 -0.650257 -0.1323 0.1966 -0.4945
H 1.967665 -4.662704 6.999666 -0.2615 0.6105 0.0625
H 4.264566 1.304457 -2.911611 0.0412 -0.2505 0.2194
H -1.267437 6.175938 2.634613 -0.1944 -0.4641 0.3186
H 4.043587 -1.219347 -2.886903 -0.0330 0.1481 -0.1352
H -6.113033 0.679773 1.826474 -0.3179 -0.5243 0.1980
H 0.970583 -3.293905 -1.039266 -0.0406 0.2647 0.2931
H 2.253450 -4.960327 5.314937 -0.5047 -0.7349 -0.1954
H -4.323883 -1.732068 4.657652 0.2850 0.5165 -0.0921
H -4.568363 0.141911 -2.286580 -0.2840 -0.0273 0.0803
H 0.201755 6.263101 1.771687 0.1981 -0.2107 -0.1641
H 0.583408 -4.357157 -2.322975 -0.2291 -0.6272 0.1438
H -1.478669 3.775146 4.370633 0.0360 0.3516 -0.3686
H -3.872277 5.480150 -0.079268 -0.3902 -0.4379 -0.0125
H -5.311173 -0.164662 4.768317 0.0801 -0.2067 0.0183
H -3.045647 -0.619094 -4.405637 -0.6316 0.2644 -0.7501
H 5.908553 2.016096 -2.781435 -0.0320 -0.2341 -0.1599
H 2.407213 1.674322 5.237844 0.1090 0.0644 0.2086
H 6.529098 3.160029 -0.351832 0.3500 0.1034 0.1470
H 2.584049 -2.858029 1.170415 -0.1085 -0.1835 -0.2617
H -2.521917 0.619473 -3.349479 -0.5084 0.8922 -0.1496
H -4.788716 2.472843 -0.309922 0.3005 -0.1623 -0.1548
H 0.080463 5.499746 -2.893345 0.2396 -0.0567 0.1630
H -4.685056 -3.771364 -1.851092 -0.5447 0.1456 0.1313
H 3.057394 -2.625177 -2.531060 -0.1545 -0.1159 -0.1131
H -4.156813 -3.470360 -3.454600 -0.0228 -0.2927 -0.3079
H 2.697114 -0.596791 3.386110 -0.0310 0.1867 -0.1318
H 3.801891 -2.192147 -5.679864 -0.1224 0.3289 0.3180
H 0.422614 5.680260 -1.092493 0.2637 0.5200 -0.3657
H 2.229971 2.466998 -3.914210 0.3252 0.1002 0.3397
H -1.414740 2.651623 -5.523647 -0.0703 -0.2417 0.0980
H -4.569012 0.355796 2.666127 -0.1168 0.2645 0.2467
H 1.410100 -3.891203 3.248893 -0.1942 0.0533 -0.4258
H 4.514686 2.931774 -2.264635 0.0435 -0.0410 0.4675
H 4.256763 -1.020148 4.014219 0.2203 0.3322 0.0616
H -3.575610 -1.288125 -2.256811 0.1788 -0.0138 0.2653
H -2.613152 3.855217 -4.978644 -0.2729 -0.5092 0.5993
H 4.256005 -3.215025 1.665528 -0.2013 -0.4257 0.5531
H 0.389598 -2.355378 3.258554 0.5441 0.0856 -0.2886
H -1.084579 -2.663373 0.946115 0.6378 -0.3259 -0.4223
H -4.774082 -1.036795 -0.930965 -0.2435 -0.2215 -0.2659
H -0.373601 -3.842582 3.571289 0.1593 -0.4231 0.7878
H 4.032596 2.281062 5.871614 -0.2824 0.5346 -0.5739
H -5.764932 -4.250059 -3.247044 0.0479 0.1315 0.1204
H 5.257429 -6.497368 -0.049464 -0.4735 0.1188 -0.0487
H 5.275408 -5.768330 1.570500 -0.2629 -0.3089 0.1623
H 2.146643 -2.690387 -6.147805 -0.0743 0.4804 0.0210
```
Forces are in eV/Å.

- Charge: +1
- Lowest unoccupied orbital energy: -2.47 eV



# C5H10O

C5H10O as an isolated structure (wB97M-V/def2-TZVPD, the Open Molecules 2025 dataset).

Structure (XYZ):
```
16
Properties=species:S:1:pos:R:3:forces:R:3
O 0.462745 -1.351467 1.022956 0.1066 -0.5167 -0.2345
C 0.316885 -0.939767 -0.131413 0.3262 -0.6142 -0.2465
C 0.999660 0.202351 -0.639803 -0.3168 -0.1805 0.2448
C -1.002460 0.571871 -0.146045 -0.0637 0.5362 -0.1061
C -2.157162 -0.306933 0.418128 0.2803 0.0227 -0.0573
C 2.295948 0.498100 0.089400 -0.2728 0.2147 0.1746
H -0.264907 -1.458783 -0.911760 -0.2165 -0.3662 0.1469
H -1.267204 0.910820 -1.143688 0.1146 0.2155 0.0731
H 2.115427 0.848884 1.102577 0.0679 0.1576 0.0577
H -1.899039 -0.798978 1.359757 0.1439 0.1646 -0.1858
H 2.792732 -0.479674 0.226910 -0.2495 0.2771 -0.0623
H -2.506914 -1.082312 -0.276341 0.3015 0.2370 0.0406
H -0.804390 1.381304 0.546969 0.1393 0.1553 -0.1040
H 0.942998 0.491730 -1.690360 -0.2464 -0.3256 0.2675
H 2.996740 1.160144 -0.433502 -0.4944 0.0328 0.0643
H -3.021059 0.352711 0.606215 0.3800 -0.0105 -0.0728
```
Forces are in eV/Å.

- ΔE to the lowest compared entry with this formula, charge and spin: 74.72 kcal per mole
- Charge: 0
- Lowest unoccupied orbital energy: 0.73 eV



How do the records compare in E? In the order shown, they have -145471.6282; -255217.7096; -7391.5250 eV.